1.
ORCA calculation (wB97M-V/def2-TZVPD) on a molecular structure, C17H25F5GeO4OsS in a non-equilibrium geometry.

Geometry as ORCA input:
```
! wB97M-V def2-TZVPD RIJCOSX def2/J DEFGRID3
* xyz 2 1
Os 0.03 -0.11 -0.72
C -3.31 3.33 -0.47
O -2.70 2.14 -0.96
C -3.62 1.11 -1.18
C -2.99 -0.03 -1.94
O -1.95 -0.74 -1.14
C -1.86 -2.16 -1.51
C -1.19 -2.86 -0.36
O 0.01 -2.10 -0.01
C 1.14 -2.91 0.40
H -4.04 3.71 -1.19
H -2.52 4.07 -0.34
H -3.80 3.15 0.49
H -4.45 1.45 -1.81
H -4.04 0.74 -0.24
H -2.53 0.27 -2.88
H -3.77 -0.76 -2.12
H -1.31 -2.24 -2.45
H -2.87 -2.54 -1.66
H -0.89 -3.87 -0.66
H -1.83 -2.90 0.51
H 1.48 -3.50 -0.45
H 0.84 -3.55 1.22
H 1.92 -2.23 0.73
C 1.55 -0.04 3.22
Ge -0.30 0.27 2.68
C -1.41 -1.34 2.75
C -1.19 1.73 3.62
C -0.23 1.22 0.84
H 1.57 -0.26 4.29
H 2.16 0.84 3.04
H 1.99 -0.90 2.71
H -1.73 -1.47 3.78
H -0.87 -2.24 2.46
H -2.31 -1.24 2.14
H -1.18 1.50 4.68
H -2.22 1.82 3.29
H -0.68 2.68 3.47
H 0.62 1.90 0.98
H -1.12 1.84 0.73
O -0.05 2.60 -2.11
C -0.02 1.60 -1.60
F 6.67 0.96 -1.14
C 5.46 0.58 -1.48
C 5.21 0.11 -2.77
F 6.18 0.06 -3.65
C 3.92 -0.28 -3.13
F 3.69 -0.72 -4.35
C 2.88 -0.24 -2.21
S 1.24 -0.73 -2.63
C 3.19 0.22 -0.96
F 2.13 0.32 -0.05
C 4.44 0.64 -0.55
F 4.64 1.10 0.67
*
```

HOMO (alpha / beta): -14.76 / -14.76 eV
molar mass: 683.3 g/mol
LUMO energy (alpha / beta): -8.9 / -8.9 eV
HOMO-LUMO gap (alpha / beta): 5.9 / 5.8 eV

***

2.
ORCA calculation (wB97M-V/def2-TZVPD) on a molecular structure, C25H41Br3GeIN4O2SSi3Tl.

Geometry as ORCA input:
```
! wB97M-V def2-TZVPD RIJCOSX def2/J DEFGRID3
* xyz -1 2
Tl 0.93 0.51 1.32
Br 1.48 1.52 4.55
C 3.22 0.74 4.23
Br 4.22 1.66 2.86
H 3.06 -0.29 3.91
H 3.78 0.81 5.15
C -2.93 0.07 -1.54
Si -1.32 -0.66 -2.15
C -1.49 -0.99 -4.00
C -0.98 -2.29 -1.29
Ge 0.48 0.84 -1.71
Si 2.56 -0.05 -2.47
C 3.93 1.15 -1.98
C 2.92 -1.73 -1.75
C 2.58 -0.20 -4.35
Si 0.02 3.00 -2.60
C -0.20 2.99 -4.46
C 1.44 4.18 -2.23
C -1.56 3.66 -1.82
H -3.75 -0.65 -1.63
H -3.20 0.96 -2.13
H -2.86 0.39 -0.50
H -2.31 -1.69 -4.20
H -0.57 -1.43 -4.41
H -1.69 -0.07 -4.55
H -1.81 -3.00 -1.42
H -0.85 -2.13 -0.21
H -0.06 -2.75 -1.66
H 3.91 1.32 -0.90
H 3.80 2.11 -2.48
H 4.91 0.75 -2.25
H 2.82 -1.75 -0.66
H 3.95 -2.04 -2.00
H 2.24 -2.49 -2.16
H 2.35 0.75 -4.83
H 1.84 -0.93 -4.69
H 3.57 -0.53 -4.70
H 0.71 2.62 -4.96
H -0.41 4.00 -4.83
H -1.03 2.33 -4.76
H 2.30 3.95 -2.85
H 1.75 4.09 -1.18
H 1.14 5.22 -2.41
H -2.43 3.45 -2.45
H -1.51 4.74 -1.65
H -1.75 3.18 -0.85
I 0.83 7.62 1.54
C 0.46 5.58 1.55
C -0.76 4.96 1.64
N -0.51 3.64 1.57
N 0.79 3.37 1.45
C 1.41 4.55 1.43
H -1.76 5.35 1.75
H -1.15 2.82 1.62
H 2.48 4.62 1.34
C 0.46 -5.91 -0.58
C 0.44 -5.10 0.69
C -0.50 -5.36 1.68
C -0.48 -4.51 2.77
N 0.38 -3.51 2.91
C 1.29 -3.34 1.92
S 2.46 -2.06 2.04
N 1.32 -4.12 0.80
H 0.27 -6.97 -0.39
H 1.43 -5.79 -1.07
H -0.31 -5.54 -1.26
H -1.22 -6.17 1.60
H -1.21 -4.63 3.58
Br -3.12 -3.90 6.21
C -2.96 -2.45 4.99
C -4.05 -1.63 4.77
C -3.92 -0.58 3.87
C -2.73 -0.36 3.19
C -1.65 -1.21 3.43
C -1.75 -2.26 4.33
C -2.64 0.81 2.22
O -3.68 1.38 1.89
O -1.46 1.13 1.81
H -4.98 -1.80 5.29
H -4.75 0.09 3.66
H -0.72 -1.08 2.90
H -0.90 -2.91 4.50
*
```

HOMO (alpha / beta): -4.18 / -4.77 eV
molar mass: 1189.6 g/mol
relative energy (zero: lowest compared OMol25 entry of this formula, charge and spin): 15.7 kcal per mole
LUMO energy (alpha / beta): 1.9 / 1.0 eV
HOMO-LUMO gap (alpha / beta): 6.1 / 5.7 eV
<S²>: 0.762

***

3.
ORCA calculation (wB97M-V/def2-TZVPD) on a molecular structure, C5H10N2O in a non-equilibrium geometry.

Geometry as ORCA input:
```
! wB97M-V def2-TZVPD RIJCOSX def2/J DEFGRID3
* xyz 0 1
N -0.28 -0.24 2.87
C -0.15 -1.39 2.29
C -0.46 0.53 1.72
C -0.64 -0.20 0.57
N -0.29 -1.48 0.99
C -0.96 1.57 -1.11
C -0.93 0.06 -0.86
H 0.24 -2.22 2.89
H -0.38 1.61 1.60
H -0.23 -2.36 0.47
H -1.88 2.00 -0.69
H -0.95 1.74 -2.20
H -0.09 2.08 -0.66
H -1.90 -0.35 -1.18
H -0.14 -0.36 -1.52
O 2.98 -0.68 -1.92
H 3.76 -0.08 -1.90
H 2.31 -0.24 -1.35
*
```

HOMO: -8.59 eV
molar mass: 114.1 g/mol
relative energy (zero: lowest compared OMol25 entry of this formula, charge and spin): 22.8 kcal per mole
LUMO energy: 0.6 eV
HOMO-LUMO gap: 9.2 eV

***

4.
ORCA calculation (wB97M-V/def2-TZVPD) on 3 unconnected molecules or ions with the total composition C18H26N2O5S2 in a non-equilibrium geometry.

Geometry as ORCA input:
```
! wB97M-V def2-TZVPD RIJCOSX def2/J DEFGRID3
* xyz 0 1
C -2.74 -0.99 0.99
C -1.22 -1.36 1.40
O -0.41 -0.16 1.71
C 0.19 0.16 0.41
C 1.61 -0.37 -0.01
C 2.14 0.00 -1.42
C 1.34 0.90 -2.46
N 1.93 1.14 -3.74
C 1.07 1.93 -4.57
C -0.30 2.49 -4.11
N -0.91 2.27 -2.83
C -0.05 1.44 -2.04
C -0.58 1.05 -0.60
H -2.70 -0.68 -0.12
H -3.40 -1.95 1.03
H -3.18 -0.13 1.60
H -0.75 -1.85 0.46
H -1.16 -2.16 2.23
H 2.21 -1.01 0.75
H 3.15 -0.40 -1.75
H 1.42 2.17 -5.64
H -0.90 3.11 -4.87
H -1.62 1.42 -0.28
C 5.46 -4.93 -0.23
C 6.17 -3.58 -0.29
C 5.10 -2.49 -0.17
S 3.76 -3.22 0.77
O 2.60 -3.33 -0.09
O 3.69 -2.60 2.07
C 4.49 -4.84 0.93
H 6.17 -5.75 -0.10
H 4.92 -5.11 -1.16
H 6.87 -3.49 0.55
H 6.75 -3.46 -1.21
H 5.47 -1.61 0.35
H 4.71 -2.21 -1.15
H 3.71 -5.60 0.91
H 5.01 -4.87 1.89
C -5.06 2.85 2.52
C -3.86 3.76 2.31
C -3.46 3.67 0.84
S -4.95 3.26 -0.06
O -4.79 1.94 -0.63
O -5.36 4.39 -0.86
C -6.01 3.14 1.36
H -5.54 3.02 3.48
H -4.74 1.80 2.48
H -4.14 4.80 2.55
H -3.03 3.49 2.96
H -3.06 4.61 0.47
H -2.73 2.87 0.67
H -6.76 2.36 1.21
H -6.50 4.11 1.49
*
```

HOMO: -8.36 eV
molar mass: 414.5 g/mol
SMILES string: CCOc1ccc2nccnc2c1.O=S1(=O)CCCC1.O=S1(=O)CCCC1
relative energy (zero: lowest compared OMol25 entry of this formula, charge and spin): 185.1 kcal per mole
LUMO energy: -0.6 eV
HOMO-LUMO gap: 7.7 eV

***

5.
ORCA calculation (wB97M-V/def2-TZVPD) on 2 unconnected molecules or ions with the total composition C3H4N2OS in a non-equilibrium geometry.

Geometry as ORCA input:
```
! wB97M-V def2-TZVPD RIJCOSX def2/J DEFGRID3
* xyz 0 1
C -0.38 0.50 1.35
C 0.82 0.05 1.86
C 1.01 -0.06 -0.38
H -1.56 -0.78 -2.00
H -1.14 1.23 1.76
H 0.92 -0.66 3.17
H 2.14 -1.42 -1.33
N -0.26 0.68 -0.07
N 1.19 -0.63 -1.51
O 1.72 -0.31 0.91
S -1.83 0.06 -0.92
*
```

HOMO: -8.56 eV
molar mass: 116.1 g/mol
relative energy (zero: lowest compared OMol25 entry of this formula, charge and spin): 133.6 kcal per mole
LUMO energy: -0.2 eV
HOMO-LUMO gap: 8.3 eV

***

6.
ORCA calculation (wB97M-V/def2-TZVPD) on a molecular structure, C8H22F2LiN3O6S2 in a non-equilibrium geometry.

Geometry as ORCA input:
```
! wB97M-V def2-TZVPD RIJCOSX def2/J DEFGRID3
* xyz 0 1
Li 0.61 -0.65 1.06
N -1.05 -0.70 4.45
S -1.57 -1.81 5.26
O -3.01 -1.97 5.40
O -0.70 -2.10 6.44
F -1.23 -3.00 4.19
S -1.32 0.53 5.59
O -0.07 1.02 6.17
O -2.55 0.65 6.33
F -1.49 1.63 4.42
C -3.90 -1.34 -3.86
C -3.10 -0.64 -2.76
C -4.00 0.35 -1.98
O -4.27 1.54 -2.81
C -4.98 2.61 -2.20
N -2.42 -1.59 -1.89
H -3.26 -2.09 -4.33
H -4.29 -0.71 -4.66
H -4.79 -1.84 -3.49
H -2.27 -0.05 -3.15
H -3.52 0.77 -1.10
H -4.93 -0.14 -1.69
H -4.21 3.17 -1.67
H -5.57 2.20 -1.38
H -5.51 3.29 -2.86
H -1.99 -2.35 -2.39
H -3.10 -2.16 -1.42
C 6.36 -0.64 0.48
C 4.94 -0.10 0.46
C 4.65 0.84 -0.71
O 3.31 1.18 -0.61
C 2.90 2.06 -1.65
N 4.08 -1.24 0.47
H 6.65 -1.36 -0.28
H 6.60 -1.07 1.45
H 7.10 0.14 0.29
H 4.80 0.34 1.45
H 4.83 0.25 -1.61
H 5.36 1.65 -0.60
H 2.80 1.54 -2.60
H 3.57 2.86 -1.96
H 1.94 2.51 -1.37
H 4.23 -1.69 1.36
H 4.38 -1.91 -0.23
*
```

HOMO: -8.92 eV
molar mass: 365.3 g/mol
relative energy (zero: lowest compared OMol25 entry of this formula, charge and spin): 23.9 kcal per mole
LUMO energy: -2.1 eV
HOMO-LUMO gap: 6.8 eV